Record 1
33
Properties=species:S:1:pos:R:3:forces:R:3:lowdin_charge:R:1 method="wB97M-V/def2-TZVPD" orbital_gap_ev=7.29 e_homo_ev=-4.270 largest_force_ev_per_a=3.56 e_tot_ev=-51066.449 lumo_energy_ev=3.021 charge=-1
C 3.0540 -0.8803 0.7902 -0.4 -0.2 -0.1 -0.104
C 2.5552 -1.2309 -0.6663 -2.2 0.9 -0.8 -0.620
Cl 3.7365 -2.1324 -1.7521 -0.9 0.9 1.4 0.489
C 1.2773 -0.9109 -1.1824 2.5 -1.7 1.3 -0.504
Cl 0.9517 -1.4597 -2.8912 -0.1 0.6 1.8 0.588
C 0.2001 -0.0906 -0.2822 0.6 2.2 -1.3 -0.344
C -0.1963 -0.7066 1.1342 1.4 -0.6 0.1 -0.095
C -0.1340 -2.2996 1.2101 -0.6 0.1 1.1 -0.272
N -1.3715 -2.9928 0.7372 0.7 0.1 0.1 -0.032
O 0.9115 1.1654 -0.1077 -0.3 -1.5 1.5 -0.114
B 1.0518 1.8517 -1.4196 -1.8 0.4 0.7 -0.601
O -0.2316 1.3931 -2.0680 -2.1 -2.3 -0.2 -0.107
C -0.9593 0.4308 -1.2836 0.8 0.0 -0.2 -0.254
C -2.2909 1.0838 -0.6558 -0.1 -1.0 -1.3 -0.084
O -2.1580 2.5322 -0.6283 -0.2 -0.1 3.5 0.026
C -2.0038 3.0303 0.6590 1.4 1.8 -1.1 -0.505
F -3.2324 3.3790 1.2794 2.2 -1.1 -0.8 0.069
F -1.2361 2.2475 1.5126 -2.1 1.3 -1.3 0.118
F -1.3114 4.2572 0.5301 -1.5 -2.3 0.4 0.082
H 2.7269 0.1435 1.1668 0.1 -1.2 -1.1 0.087
H 2.5543 -1.6321 1.5006 1.1 0.9 -0.9 0.074
H 4.1842 -0.8892 0.8601 -1.4 -0.4 -0.2 0.070
H -1.2050 -0.3710 1.5245 1.1 -0.3 -0.7 0.102
H 0.5771 -0.3171 1.8890 -1.1 -0.3 -1.2 0.117
H -0.0467 -2.5632 2.3267 -0.1 0.3 -1.5 0.114
H 0.7677 -2.7683 0.7112 -1.1 0.8 0.4 0.099
H -1.6794 -2.6473 -0.1768 0.0 -0.1 0.6 0.057
H -2.1170 -2.9531 1.4358 0.3 0.3 -0.6 0.052
H 0.8332 3.0326 -1.3041 0.6 0.6 0.3 0.061
H 2.0735 1.6279 -1.9917 0.5 -0.5 -0.5 0.054
H -1.4013 -0.4554 -1.8749 0.9 1.1 0.4 0.121
H -2.6266 0.6179 0.3215 0.6 0.8 -1.0 0.121
H -3.1263 0.8619 -1.4115 1.2 0.6 1.1 0.135

Record 2
6
Properties=species:S:1:pos:R:3:forces:R:3:lowdin_charge:R:1 method="wB97M-V/def2-TZVPD" smiles="[PH2]#[SH]=S" orbital_gap_ev=8.05 e_homo_ev=-8.393 e_above_lowest_ev=1.8736 largest_force_ev_per_a=1.89 e_tot_ev=-31006.203 lumo_energy_ev=-0.340
P -0.5247 -0.5340 -1.0484 -0.2 1.3 0.3 0.514
S 0.6185 1.3065 1.8096 -0.2 -0.1 -0.3 -0.082
S 0.9056 -0.2575 0.6482 1.1 0.0 -1.6 -0.047
H -1.2632 0.5869 -0.5486 0.4 0.2 -0.7 -0.132
H -1.5545 -1.2161 -0.4355 -0.2 -1.1 0.6 -0.178
H 1.8182 0.1143 -0.4253 -0.9 -0.3 1.5 -0.074

Record 3
20
Properties=species:S:1:pos:R:3:forces:R:3:lowdin_charge:R:1 method="wB97M-V/def2-TZVPD" orbital_gap_ev=9.80 e_homo_ev=-12.801 e_above_lowest_ev=2.6699 largest_force_ev_per_a=4.17 e_tot_ev=-9378.914 lumo_energy_ev=-2.999 charge=+1
C 0.2592 1.2074 -1.3823 0.4 -3.0 1.2 -0.099
C -0.1310 -0.2842 -1.3694 0.2 -0.3 -1.9 -0.147
C -0.6428 -0.9104 -0.0810 -1.2 1.8 -1.6 -0.429
C -0.2436 -2.1183 0.1413 0.2 -3.1 2.8 0.050
N -1.6968 -0.2264 0.6164 0.3 -1.4 1.0 0.085
N 1.4625 1.2379 -0.5000 -0.5 -2.8 -1.5 0.207
H -0.5035 1.6667 -0.8508 -1.3 1.9 0.3 0.107
H 0.5126 1.4817 -2.3656 0.0 0.9 -1.0 0.126
H -0.8896 -0.4806 -2.1315 -0.3 0.5 0.0 0.134
H 0.7414 -0.8233 -1.8549 -0.8 0.1 1.1 0.141
H 0.2447 -2.6530 -0.6201 1.3 -0.2 -0.7 0.058
H -0.4137 -2.7827 1.0435 -0.5 1.2 -1.1 0.110
H -0.1903 0.2752 2.0770 -0.6 0.0 -0.2 0.011
H -2.3448 0.2473 0.0466 0.0 1.7 -1.5 0.078
H -2.4051 -0.9161 0.8775 0.8 -0.5 0.9 0.114
H 1.9227 2.0942 -0.4298 1.5 1.6 -0.2 0.151
H 1.9940 0.3613 -0.7300 0.5 1.6 -0.1 0.194
H 1.1624 0.9816 0.4096 -0.7 0.0 2.3 0.062
H 0.9224 0.6378 3.0946 -0.3 0.3 -2.7 0.134
O 0.6796 0.6827 2.0959 0.8 -0.1 2.9 -0.086

Record 4
90
Properties=species:S:1:pos:R:3:forces:R:3:lowdin_charge:R:1 method="wB97M-V/def2-TZVPD" orbital_gap_ev=4.58 e_homo_ev=-6.696 e_above_lowest_ev=6.4590 largest_force_ev_per_a=4.43 e_tot_ev=-69865.179 lumo_energy_ev=-2.113
C -1.2775 -5.1444 3.7312 1.4 0.5 -0.6 0.027
C -2.5825 -4.3955 3.6465 -1.3 -1.3 1.9 -0.380
O -3.6710 -4.9037 3.7019 1.2 0.8 -0.6 0.163
N -2.5021 -2.8930 3.6983 -0.4 0.2 -0.5 0.092
H -2.9995 -2.4552 4.4748 -1.0 -0.6 0.0 0.188
H -1.5670 -2.5931 4.0230 1.6 0.6 -1.0 0.087
C -3.0378 -2.3366 2.3580 1.2 -0.3 0.6 0.064
H -0.9576 -5.4740 4.7217 -0.9 0.2 0.4 0.111
H -0.4256 -4.5094 3.4763 -0.2 0.2 -0.3 0.066
H -1.2079 -6.0392 3.1147 -0.6 0.1 -0.1 0.094
H -2.4460 -2.8013 1.5715 -0.1 -0.2 0.0 0.079
H -2.8093 -1.2742 2.2917 -0.4 0.0 0.3 0.103
H -4.0780 -2.6437 2.3045 0.0 0.4 -0.1 0.106
C -3.0379 0.2851 -0.6978 -0.4 -0.6 -0.4 0.003
C -4.3936 0.8290 -0.4606 0.2 0.9 1.2 -0.375
O -5.2771 0.2781 0.1221 -0.3 0.4 -0.5 0.124
N -4.4688 2.3529 -0.7534 -0.4 -1.9 0.8 0.122
H -3.8490 2.4875 -1.5403 0.3 0.7 -0.9 0.113
H -5.4128 2.6586 -0.9695 0.0 -0.1 -0.1 0.176
C -3.8537 3.1485 0.3922 -2.3 -2.9 1.8 0.011
H -2.7218 0.4627 -1.7276 0.1 -0.1 0.0 0.110
H -3.0356 -0.7656 -0.4144 -0.2 -0.2 -0.4 0.087
H -2.2715 0.7445 -0.0685 -1.2 0.4 -0.3 0.042
H -3.2336 3.8890 -0.1167 0.2 -0.3 0.5 -0.096
H -3.3290 2.4231 1.0124 0.6 0.0 -0.3 0.088
H -4.5645 3.5424 1.1161 -0.8 0.1 -0.6 0.096
C 1.3038 3.2137 1.9932 1.6 -0.7 -0.1 0.056
C 2.7193 2.6785 1.7794 -0.7 1.7 -0.5 -0.387
O 3.6141 3.4311 1.5303 0.3 -1.1 0.2 0.149
N 2.9297 1.2097 1.8282 0.7 0.7 0.8 0.078
H 2.0223 0.7467 1.9149 0.0 -0.2 0.8 0.099
H 3.2869 0.7724 0.9638 0.9 0.1 -1.3 0.100
C 3.9182 0.7982 2.8955 -1.2 -2.8 -0.3 0.021
H 1.1264 3.7416 1.0531 -0.7 -0.2 0.1 0.083
H 1.4003 3.9950 2.7460 -0.2 -0.1 0.2 0.105
H 0.6107 2.4198 2.2591 -0.3 0.4 -0.1 0.076
H 3.4107 0.6052 3.8391 0.0 1.3 0.3 0.091
H 4.9077 1.2397 2.9019 -0.5 0.6 -0.2 0.109
H 4.0165 -0.2555 2.6235 0.8 0.0 -0.2 0.084
C 1.2958 1.3050 -5.3867 0.9 1.1 -1.2 0.013
C 1.2919 0.5979 -4.0954 -1.6 -0.8 -1.9 -0.406
O 1.1766 -0.6049 -4.0100 0.3 1.5 1.0 0.124
N 1.2127 1.5030 -2.9456 1.9 -1.8 1.9 0.096
H 0.4399 2.1891 -2.9649 -0.9 0.9 -1.0 0.118
H 1.0649 0.8427 -2.1680 -0.3 0.5 0.5 0.116
C 2.5189 2.2006 -2.6106 -0.1 0.8 -0.4 0.049
H 1.9251 0.8006 -6.1200 0.0 -0.2 0.2 0.097
H 1.6192 2.3433 -5.3061 0.1 -0.1 0.2 0.087
H 0.3198 1.4311 -5.8607 -0.3 -0.4 0.5 0.113
H 3.3693 1.5242 -2.6628 -0.2 -0.2 0.2 0.105
H 2.4286 2.6774 -1.6369 -0.2 -0.5 0.2 0.099
H 2.6936 3.0444 -3.2767 -0.3 -0.2 -0.4 0.103
C 1.7105 -3.1739 0.4667 1.7 0.8 -0.1 0.021
C 0.4857 -3.5338 -0.2935 1.4 1.0 1.6 -0.379
O -0.5395 -2.9487 -0.2493 -0.4 -1.0 -0.8 0.184
N 0.7141 -4.7646 -1.1986 -1.7 0.8 -0.2 0.098
H 1.4489 -5.3308 -0.7830 0.6 0.2 -0.5 0.169
H -0.1213 -5.3321 -1.0615 -0.3 0.0 -0.5 0.169
C 0.9082 -4.3480 -2.6914 1.0 -2.6 0.6 0.078
H 2.6428 -3.3143 -0.0895 -0.2 -0.3 -0.5 0.106
H 1.9750 -3.6060 1.4341 -0.9 -0.5 0.1 0.098
H 1.7666 -2.0975 0.6343 -0.7 0.0 0.1 0.089
H 1.9863 -4.4457 -2.8078 0.1 1.5 -0.1 0.112
H 0.3456 -3.4691 -2.9868 0.4 0.2 0.4 0.112
H 0.6356 -5.2362 -3.2638 -0.8 0.2 0.0 0.097
O -0.8580 0.5413 1.2469 0.8 -0.5 0.0 0.058
C -0.2402 0.9466 0.1042 0.9 1.9 -0.7 -0.755
O 0.9476 0.5820 -0.1271 0.1 -1.0 0.6 -0.032
O -0.8606 1.7655 -0.5876 0.3 0.0 -0.2 -0.016
H -0.1337 0.1238 1.7465 -0.4 -0.3 0.7 0.054
O 2.0332 -2.0605 3.4912 -1.5 -1.0 1.6 0.081
C 0.8905 -1.3836 3.7924 -2.4 2.8 -1.5 -0.753
O 0.7369 -0.2406 3.3376 0.9 0.2 -0.3 -0.001
O -0.0403 -1.9869 4.4189 0.8 -1.3 0.2 -0.065
H 1.6345 -2.7885 4.0201 1.8 -1.1 -0.3 0.107
O 2.7898 -1.1808 -1.4848 -0.7 -0.1 -0.3 0.017
C 4.0926 -0.9698 -1.1823 4.0 0.1 1.8 -0.834
O 5.0163 -1.5688 -1.7326 -1.4 -0.9 -1.4 -0.007
O 4.3760 -0.1891 -0.2055 -2.3 0.8 0.6 -0.080
H 2.3263 -0.6223 -0.8419 -0.4 0.2 -0.1 0.039
O -2.3819 3.0910 -2.8854 0.1 0.6 1.2 0.037
C -1.7064 3.4405 -4.0244 -0.9 -1.7 -4.0 -0.806
O -2.3172 3.4925 -5.1007 -0.6 0.4 1.1 -0.009
O -0.4654 3.4180 -3.9325 2.2 0.1 1.5 -0.048
H -1.6646 3.3316 -2.2711 -0.7 -0.4 0.6 0.062
O -0.2463 4.4890 -0.4374 1.5 0.0 -0.3 0.058
C -1.3132 5.2701 -0.6845 -1.7 3.8 -1.3 -0.755
O -1.2061 6.4128 -1.1738 1.2 -1.7 0.8 0.013
O -2.4409 4.7859 -0.3731 2.1 1.9 -0.8 -0.040
H -0.5395 3.5781 -0.5148 -0.2 -0.6 0.4 0.038

Record 5
72
Properties=species:S:1:pos:R:3:forces:R:3:lowdin_charge:R:1 method="wB97M-V/def2-TZVPD" smiles="CN(C)C=O.CN(C)C=O.CN(C)C=O.CN(C)C=O.CN(C)C=O.CN(C)C=O" orbital_gap_ev=9.18 e_homo_ev=-9.090 e_above_lowest_ev=5.7902 largest_force_ev_per_a=4.09 e_tot_ev=-40569.884 lumo_energy_ev=0.089
C -5.0790 -1.9374 5.1050 0.2 -0.9 2.4 -0.323
O -4.8768 -1.6214 6.2977 -0.4 -0.1 -2.7 -0.025
N -4.7214 -3.1243 4.5757 1.2 -1.7 -0.9 -0.186
C -5.0128 -3.4998 3.1851 0.3 0.2 0.2 -0.069
C -3.9667 -4.2228 5.2652 -0.9 1.3 -0.2 -0.020
H -5.6771 -1.4254 4.3353 0.1 0.8 0.4 0.128
H -4.1338 -3.9606 2.7344 0.3 0.3 0.0 0.081
H -5.2726 -2.6366 2.5723 -0.2 -0.1 0.1 0.084
H -5.7638 -4.2870 3.1193 -0.4 0.2 0.2 0.085
H -4.4669 -5.1433 4.9641 -0.2 -0.1 0.6 0.081
H -2.9413 -4.3404 4.9147 0.1 0.5 -0.1 0.080
H -3.9827 -3.9916 6.3303 0.0 -0.4 -0.1 0.085
C 1.2549 -4.0945 2.8347 0.8 -0.2 -0.1 -0.353
O 1.8896 -3.0768 3.0109 -0.3 0.0 0.2 0.019
N 1.7777 -5.3483 2.8143 -0.5 -1.4 0.4 -0.193
C 0.9356 -6.4704 2.3229 0.9 1.1 1.0 -0.043
C 3.1363 -5.6871 3.2341 0.1 0.9 0.1 -0.052
H 0.1713 -4.1460 2.6471 -0.1 0.4 -0.1 0.124
H 0.7420 -7.1779 3.1292 0.2 -0.2 0.0 0.082
H 1.5177 -6.9322 1.5254 -0.6 -0.2 -0.2 0.086
H -0.0311 -6.0578 2.0341 0.2 -0.2 -0.5 0.075
H 3.6116 -4.7975 3.6474 0.1 0.3 -0.7 0.085
H 3.2611 -6.3473 4.0923 -0.9 -0.6 -0.1 0.083
H 3.6968 -6.1123 2.4015 0.1 0.2 0.0 0.086
C -2.5939 -0.8934 -1.9289 1.8 0.8 -0.5 -0.339
O -2.0643 -1.8053 -1.3283 -1.0 -0.7 0.2 -0.001
N -2.0014 0.3294 -1.9443 -0.3 2.1 -0.4 -0.190
C -2.3726 1.4711 -2.8092 0.0 -0.2 0.7 -0.062
C -0.8828 0.6840 -1.0576 0.0 -1.4 -0.8 -0.040
H -3.4473 -0.9540 -2.6219 -0.2 -0.2 0.3 0.134
H -2.5708 2.3494 -2.1949 -0.4 0.0 0.3 0.075
H -3.2457 1.3071 -3.4409 0.1 -0.3 0.0 0.083
H -1.5239 1.8136 -3.4012 0.1 -0.5 -0.3 0.082
H -0.7016 -0.1888 -0.4303 -0.2 0.4 0.4 0.083
H 0.0201 0.7642 -1.6630 0.1 0.3 -0.1 0.090
H -1.0669 1.6237 -0.5368 -0.1 -0.2 0.1 0.085
C 2.5361 4.6550 2.2629 0.4 -4.0 -1.0 -0.286
O 3.1606 3.6071 1.9466 -0.8 3.3 0.6 -0.021
N 1.3906 4.5807 2.9567 -1.2 -1.9 1.3 -0.199
C 0.5204 5.6500 3.1320 0.0 2.8 -0.7 -0.110
C 0.6315 3.3883 3.3299 1.1 -2.4 0.0 -0.053
H 2.6846 5.7019 1.9560 0.8 -0.2 -0.1 0.131
H -0.4025 5.3663 2.6261 -0.4 0.7 0.4 0.094
H 0.9644 6.5178 2.6442 -0.2 0.3 -0.4 0.080
H 0.4195 6.0343 4.1470 -0.5 -0.7 0.3 0.099
H 0.4392 3.2421 4.3928 0.2 0.8 0.3 0.093
H -0.3413 3.2502 2.8582 -0.1 0.9 -0.4 0.084
H 1.1208 2.4457 3.0845 0.6 0.3 -0.3 0.088
C 0.8602 -4.5376 -5.4019 0.8 -1.9 -3.5 -0.276
O 0.6079 -5.4221 -6.2735 -0.2 1.8 2.9 -0.051
N 1.9360 -3.7337 -5.6042 -1.9 -2.8 -0.4 -0.229
C 2.1910 -2.6799 -4.7374 1.8 1.9 0.6 -0.104
C 2.8135 -3.9723 -6.7576 -0.4 1.4 0.4 -0.023
H 0.3154 -4.3050 -4.4739 -0.2 -0.3 -0.2 0.134
H 3.2484 -2.7140 -4.4751 0.3 0.3 0.0 0.091
H 1.7131 -2.6528 -3.7581 -0.7 -0.4 -0.4 0.095
H 2.0195 -1.7556 -5.2891 0.0 0.5 0.4 0.092
H 3.6563 -4.5936 -6.4545 0.1 0.1 -0.3 0.097
H 2.3263 -4.3234 -7.6672 -0.3 -0.5 0.6 0.089
H 3.0958 -2.9543 -7.0262 0.8 -0.1 -0.1 0.083
C 3.1229 7.3934 -2.4182 -1.6 -0.5 -0.8 -0.343
O 3.8734 6.9369 -3.2380 0.9 0.0 -0.1 0.032
N 1.7622 7.4025 -2.5913 -1.7 1.3 -0.3 -0.188
C 0.8891 7.9500 -1.5502 1.2 -0.6 0.2 -0.073
C 0.9988 6.9925 -3.7857 1.0 -1.1 0.0 -0.048
H 3.3790 7.7982 -1.4268 0.4 0.0 -0.1 0.129
H 0.2480 8.7939 -1.8048 -0.1 -0.3 -0.7 0.085
H 1.5472 8.3646 -0.7866 -0.2 -0.4 0.4 0.072
H 0.3322 7.0718 -1.2235 -0.5 0.5 0.7 0.088
H 1.6858 6.7906 -4.6075 0.0 0.6 -0.1 0.085
H 0.4938 6.0327 -3.6765 0.2 -0.4 0.7 0.077
H 0.1430 7.6157 -4.0450 0.6 0.8 0.0 0.083

Record 6
39
Properties=species:S:1:pos:R:3:forces:R:3:mulliken_spin:R:1 method="wB97M-V/def2-TZVPD" orbital_gap_ev="7.66 / 6.62" e_homo_ev="-14.965 / -16.319" e_above_lowest_ev=0.0000 s_squared=6.032 largest_force_ev_per_a=1.23 e_tot_ev=-48729.483 lumo_energy_ev="-7.305 / -9.695" multiplicity=5 charge=+2
Ir -0.0540 -0.0077 -0.4188 0.2 0.1 0.0 2.628
C -1.4708 2.8309 -0.6831 -0.4 0.4 0.3 0.001
N -0.6403 1.8917 -1.4354 0.4 -1.0 0.5 0.143
C -1.3882 1.3858 -2.5929 -0.3 0.0 -0.6 0.022
C 0.6320 2.5360 -1.8081 0.6 0.1 -0.2 -0.032
C 1.7271 1.5548 -2.2282 -0.2 0.5 -0.2 -0.029
N 2.0161 0.5141 -1.2234 -1.1 -0.1 0.2 0.146
C 2.7589 -0.5838 -1.8420 0.4 -0.5 -0.3 0.002
C 2.7681 1.0339 -0.0759 0.3 0.2 0.3 0.019
H -1.7564 3.6786 -1.3165 0.1 -0.1 0.0 0.003
H -0.9347 3.2141 0.1841 0.0 -0.1 0.0 -0.007
H -2.3836 2.3430 -0.3465 0.0 -0.1 0.0 0.015
H -1.5600 2.1878 -3.3194 0.0 0.0 0.0 0.003
H -2.3589 1.0113 -2.2654 0.1 0.0 0.0 -0.003
H -0.8516 0.5775 -3.0928 0.0 0.0 0.0 0.002
H 0.9736 3.1198 -0.9535 -0.1 0.0 0.0 -0.001
H 0.4653 3.2297 -2.6403 0.0 0.0 0.1 -0.003
H 2.6341 2.1375 -2.4295 0.0 -0.1 -0.1 -0.003
H 1.4399 1.0600 -3.1556 0.1 -0.1 0.0 -0.002
H 3.7394 -0.2367 -2.1880 -0.1 0.0 0.0 0.003
H 2.2183 -0.9883 -2.6966 -0.1 0.1 0.1 -0.004
H 2.9235 -1.3801 -1.1191 0.0 0.0 0.0 0.011
H 3.6918 1.5234 -0.4059 -0.1 0.0 0.0 0.002
H 3.0372 0.2100 0.5841 -0.1 0.0 0.0 -0.004
H 2.1768 1.7530 0.4901 0.0 0.0 0.0 0.002
Cl -2.6975 -4.6543 4.8483 0.2 0.3 -0.3 0.099
C -1.9876 -3.4371 3.9012 0.1 0.2 0.8 0.251
C -1.3618 -2.3468 4.5236 0.0 0.1 -0.1 -0.102
C -0.7792 -1.3560 3.7672 0.1 0.1 0.3 0.202
Cl -0.0191 -0.0195 4.4812 -0.1 -0.2 0.1 0.067
C -0.7745 -1.3979 2.3078 -0.1 -0.2 0.1 0.116
O -0.2085 -0.4614 1.6953 -0.1 -0.1 -0.1 0.254
C -1.4345 -2.5378 1.7014 0.0 0.0 0.6 0.048
C -1.5203 -2.6856 0.2685 -0.4 -0.7 -0.1 -0.001
O -1.0845 -1.9470 -0.6089 0.2 0.5 -0.1 0.047
C -2.0225 -3.5163 2.5031 0.3 0.4 -1.1 0.100
H -1.3399 -2.2861 5.6017 0.0 0.0 0.1 -0.001
H -2.0573 -3.5869 -0.0591 0.1 0.0 -0.1 0.006
H -2.5180 -4.3629 2.0487 0.0 -0.1 -0.1 -0.002

Record 7
24
Properties=species:S:1:pos:R:3:forces:R:3:lowdin_charge:R:1 method="wB97M-V/def2-TZVPD" orbital_gap_ev=9.61 e_homo_ev=-10.226 e_above_lowest_ev=8.0551 largest_force_ev_per_a=6.26 e_tot_ev=-16633.955 lumo_energy_ev=-0.611
O 1.2937 -1.7047 0.2839 3.0 -1.3 -2.4 0.049
H 2.2232 -1.9260 0.3409 0.5 0.1 0.0 0.151
H 0.8689 -2.5197 0.0165 0.1 -0.6 -0.8 0.114
O -1.4846 -1.8348 -0.7767 -1.1 -1.9 -0.3 -0.040
H -0.8826 -1.1086 -0.6145 -0.9 0.7 0.0 -0.094
H -0.9538 -2.6205 -0.6455 -0.4 -0.5 -0.2 0.018
O 0.6442 -2.7040 2.1816 -0.7 -1.5 2.2 -0.051
H 1.2215 -2.3092 2.8350 0.0 -0.1 0.3 0.037
H 0.6853 -2.1081 1.4336 -0.4 0.2 1.6 -0.100
O 0.7444 -0.9273 -2.5956 0.8 -0.4 -0.7 -0.058
H 0.0483 -0.5373 -3.1245 -0.2 0.0 -0.1 0.043
H 0.5681 -0.6235 -1.7052 -0.2 0.5 -0.1 -0.040
O 0.5378 1.9291 0.3534 4.7 3.0 2.8 0.011
H 0.7952 2.3707 1.1627 0.1 0.4 0.7 0.149
H 1.1201 2.2922 -0.3139 0.2 -0.3 -0.7 0.150
O -0.0937 0.0007 -0.2315 -1.4 -0.1 -1.1 -0.079
H 0.4648 -0.7239 0.0500 0.2 0.8 0.1 -0.082
H 0.0976 0.7055 0.3872 -0.1 -1.4 -0.2 -0.051
O -1.0883 3.1654 -0.6123 -1.3 1.9 -2.0 -0.061
H -0.4074 3.8378 -0.6324 -0.1 0.3 -0.2 0.039
H -0.6896 2.4340 -0.1408 -0.5 1.8 -1.5 -0.094
O -1.9760 1.7515 1.1494 -0.3 -0.6 1.3 -0.032
H -2.6104 1.4819 0.4852 -0.2 -0.1 -0.1 0.066
H -1.1268 1.6790 0.7135 -1.7 -0.9 1.2 -0.043

Record 8
15
Properties=species:S:1:pos:R:3:forces:R:3:lowdin_charge:R:1 method="wB97M-V/def2-TZVPD" smiles="CC(C)N(Cl)[N+](=O)[O-]" orbital_gap_ev=8.75 e_homo_ev=-10.951 e_above_lowest_ev=5.4220 largest_force_ev_per_a=5.48 e_tot_ev=-22815.772 lumo_energy_ev=-2.200
C -1.0184 0.9750 -1.0650 1.2 -4.8 -2.4 -0.078
C 0.9467 -0.7975 -0.9301 -1.4 0.6 -0.5 -0.054
C 0.1690 0.3698 -0.3074 1.9 2.1 2.4 -0.487
N -0.3719 0.1684 1.0533 -4.2 -2.1 -2.5 -0.104
N 0.3558 -0.0981 2.1273 2.1 -1.2 1.9 -0.500
O 1.4831 0.3895 2.1292 -0.2 0.2 -0.2 0.068
O -0.1243 -0.7350 3.0302 -0.2 0.1 0.1 0.048
Cl -1.8157 -1.3696 0.8251 2.0 2.0 0.8 0.478
H -1.2105 1.8418 -0.5539 -1.1 2.3 0.5 0.045
H -0.6562 0.9907 -2.1442 -0.8 0.9 1.3 0.101
H -1.8517 0.1663 -1.0463 1.2 1.8 0.0 0.057
H 0.9743 -0.4624 -2.0365 0.2 -1.4 1.6 0.108
H 0.2989 -1.6766 -0.6546 0.7 0.5 -1.2 0.055
H 1.9403 -1.0085 -0.5129 -0.3 0.5 -0.2 0.077
H 0.8807 1.2463 0.0859 -1.0 -1.5 -1.5 0.187